105
Properties=species:S:1:pos:R:3:forces:R:3 method="wB97M-V/def2-TZVPD" de_lowest_kcal_mol=40.7 homo_energy_ev="-7.266 / -7.176" spin_multiplicity=4 energy_ev=-130861.1508 homo_lumo_gap_ha="0.227 / 0.222" s2=3.763
Co -0.33670 0.21651 -0.22025 -0.6 0.5 0.2
O 0.40686 0.63687 -1.72882 1.7 0.4 -3.5
C 1.04544 1.70090 -2.31225 -0.1 0.4 0.1
C 0.27577 3.03399 -2.07054 0.1 -0.6 -0.2
C -0.00151 3.38556 -0.64573 0.1 0.6 0.1
C 0.21855 4.70429 -0.25586 0.0 0.0 0.1
C -0.21829 5.13706 0.98018 -0.1 -0.2 -0.1
C -0.86637 4.22659 1.79009 0.0 0.1 -0.1
C -0.99482 2.90528 1.37223 -0.1 0.4 0.1
C -1.70974 1.92750 2.23882 0.3 -0.4 0.1
C -0.87370 0.64906 2.54325 -0.3 0.2 0.0
O -0.82795 -0.13442 1.40604 -0.8 -1.2 3.6
C 0.54091 0.99044 3.01788 -0.1 -0.1 -0.1
C 0.88612 2.16369 3.67449 0.1 -0.1 0.0
C 2.17893 2.35358 4.13862 0.1 0.1 0.1
C 3.12856 1.35696 4.00495 0.1 0.0 0.1
C 2.78484 0.17130 3.37739 0.0 -0.1 0.1
C 1.50905 0.00042 2.87181 0.1 0.1 -0.1
C -1.58007 -0.11545 3.69090 0.1 0.2 0.0
C -2.96656 -0.11826 3.80701 0.0 0.0 0.1
C -3.59005 -0.75038 4.86957 -0.1 0.1 0.0
C -2.84598 -1.40342 5.83537 0.0 0.0 0.1
C -1.46907 -1.43221 5.71669 0.0 -0.1 0.0
C -0.84782 -0.79577 4.65718 0.0 0.0 -0.1
N -0.55323 2.49190 0.18190 -0.2 0.2 -0.1
C 2.43903 1.91785 -1.70498 -0.1 -0.2 -0.1
C 2.57614 1.85500 -0.32402 0.0 0.1 0.1
C 3.79535 2.09684 0.28098 0.0 0.2 0.1
C 4.90689 2.37990 -0.49239 0.1 0.1 0.0
C 4.78341 2.43268 -1.87039 0.2 0.1 0.0
C 3.55474 2.21961 -2.47426 0.0 0.0 0.0
C 1.15389 1.43264 -3.82306 -0.1 0.1 0.1
C 0.80174 2.34291 -4.81316 0.1 -0.1 0.2
C 0.96009 2.03023 -6.15436 0.0 0.0 -0.2
C 1.47248 0.80233 -6.53156 -0.1 0.1 -0.2
C 1.80351 -0.12319 -5.55484 0.0 -0.1 0.1
C 1.64465 0.19206 -4.21790 0.0 0.0 0.0
H -0.69251 2.94033 -2.57102 0.2 0.2 -0.1
H 0.83994 3.85360 -2.52083 -0.1 0.0 0.0
H 0.71005 5.38247 -0.93361 0.0 0.1 -0.1
H -0.08368 6.16151 1.29232 0.0 0.1 0.0
H -1.28323 4.53305 2.73550 0.0 0.0 0.2
H -2.58183 1.56966 1.68690 -0.1 0.0 0.1
H -2.03348 2.40736 3.16332 -0.1 0.1 -0.1
H 0.15824 2.93874 3.85170 -0.1 0.1 0.0
H 2.44211 3.28135 4.62602 0.0 0.1 0.1
H 4.12457 1.49146 4.40354 0.1 0.0 0.0
H 3.50854 -0.62906 3.30257 0.1 0.0 0.0
H 1.22897 -0.91467 2.37218 0.0 0.0 -0.1
H -3.58413 0.36779 3.06886 0.0 0.1 -0.1
H -4.66765 -0.71677 4.95213 -0.1 0.0 0.0
H -3.32924 -1.87828 6.67545 -0.1 -0.1 0.1
H -0.86304 -1.93563 6.45601 0.0 -0.1 0.1
H 0.22785 -0.82150 4.59581 0.0 0.0 0.1
H 1.72471 1.58856 0.28973 0.1 0.0 0.0
H 3.87386 2.06508 1.35901 0.0 0.0 0.1
H 5.86200 2.56789 -0.02343 0.1 0.0 0.0
H 5.64708 2.65268 -2.48162 0.1 0.0 -0.1
H 3.46613 2.29175 -3.54930 0.0 0.0 -0.1
H 0.40831 3.31599 -4.56521 0.0 0.1 0.1
H 0.68249 2.76009 -6.90354 0.0 0.0 -0.1
H 1.61441 0.57166 -7.57736 0.0 0.0 -0.1
H 2.19387 -1.09208 -5.83468 0.0 -0.1 0.0
H 1.90778 -0.52021 -3.45063 0.0 -0.1 0.1
O -2.54311 -7.68595 1.05625 0.1 -0.1 0.0
C -1.38633 -6.98484 1.18441 0.2 -0.7 0.4
O -0.41292 -7.51982 1.65351 -0.5 0.3 -0.2
C -1.40482 -5.59358 0.70553 0.1 1.0 -0.4
C -0.40980 -4.70916 1.14517 -0.3 -0.7 -0.1
C -0.33536 -3.41945 0.67938 -0.1 0.6 -0.4
C -1.23544 -2.95491 -0.29666 0.0 -2.2 0.5
C -2.25768 -3.84079 -0.70930 0.3 0.7 0.0
C -2.34502 -5.11737 -0.21413 0.2 -0.5 0.3
N -1.20574 -1.69781 -0.82634 -1.0 1.3 -3.0
C -1.59180 -1.57389 -2.08585 1.5 -1.9 2.7
C -2.04610 -0.35570 -2.62680 -0.7 2.6 -1.0
C -2.26721 -0.21493 -4.01147 0.4 -0.8 1.1
C -2.70474 0.98411 -4.50854 -0.3 0.9 0.3
C -2.96821 2.01794 -3.60465 0.1 -0.6 -0.6
C -2.73282 1.79658 -2.25451 -0.3 0.1 0.2
N -2.26871 0.66497 -1.76010 -0.3 -0.8 -0.6
H -3.26464 -7.12504 0.74376 0.2 0.0 0.1
H 0.28574 -5.07682 1.88503 0.1 0.0 0.0
H 0.42394 -2.74412 1.03852 0.0 0.1 0.1
H -3.00459 -3.47778 -1.40317 -0.1 0.0 0.1
H -3.14462 -5.75206 -0.57863 0.0 0.0 -0.1
H -1.54601 -2.43823 -2.75164 -0.3 -0.1 0.1
H -2.06516 -1.05908 -4.65185 0.0 -0.1 -0.2
H -2.83583 1.12439 -5.57283 -0.1 0.0 0.0
H -3.34022 2.97034 -3.94679 0.0 0.1 0.0
H -2.92743 2.58243 -1.52939 0.1 0.0 0.0
N 3.20540 -2.42636 -1.44410 0.0 -0.2 -0.3
C 3.99022 -1.80981 -0.51369 0.3 0.2 0.3
C 3.14963 -1.02475 0.21463 0.4 -0.4 0.0
N 1.87538 -1.15581 -0.24727 -0.5 -0.2 0.0
C 1.94224 -1.99709 -1.24436 -0.1 0.0 0.1
H 3.51494 -3.08240 -2.13968 -0.1 0.0 0.0
H 5.04475 -1.97239 -0.45161 0.2 0.0 0.0
H 3.38869 -0.39126 1.04007 0.1 0.1 0.1
H 1.10916 -2.33606 -1.82474 -0.1 -0.1 -0.2
Cl -2.69619 -3.23397 2.87736 -0.4 -0.1 0.0
C -4.21327 -2.81340 2.06032 0.2 0.0 0.1
Cl -3.99140 -1.47592 0.91254 -0.2 -0.1 0.0
H -4.93303 -2.50344 2.81631 0.1 -0.1 -0.1
H -4.53915 -3.69043 1.50447 0.0 0.2 0.1

106
Properties=species:S:1:pos:R:3:forces:R:3 method="wB97M-V/def2-TZVPD" homo_energy_ev=-5.748 energy_ev=-89913.6226 homo_lumo_gap_ha=0.292 total_charge=-1
F 2.24907 -4.90423 0.21291 0.3 -0.1 0.0
B 0.89520 -4.52249 0.23402 -0.6 0.3 0.2
O 0.58450 -3.75721 1.51345 0.0 -0.5 -0.1
C 0.77398 -2.42427 1.12898 0.6 -0.3 1.0
C 0.05866 -2.38948 -0.17840 0.2 -0.5 -0.8
S 0.30801 -0.85584 -1.12985 -0.3 0.3 -0.1
C -1.42854 -2.65840 -0.03942 -1.2 0.1 0.1
C -2.08768 -3.41987 -1.03006 -0.4 0.5 1.1
C -3.44534 -3.73535 -0.88518 0.4 0.5 0.6
C -4.17631 -3.29777 0.23585 1.2 0.3 -0.1
C -3.52653 -2.52139 1.21129 0.4 -0.3 -0.8
C -2.16637 -2.19956 1.06939 -0.4 -0.6 -0.9
O 0.66681 -3.46676 -0.83145 -0.1 -0.2 -0.1
H 0.14770 -5.49391 0.10786 0.2 0.1 0.1
H 0.47236 -1.70172 1.88494 -0.3 0.0 0.2
H 1.84781 -2.31064 0.96963 0.1 0.7 -0.4
H 1.56648 -1.14902 -1.44904 0.3 0.0 0.0
H -1.51226 -3.78461 -1.86234 0.1 -0.1 -0.1
H -3.92394 -4.33367 -1.64364 -0.1 -0.1 -0.1
H -5.21779 -3.55050 0.34629 -0.2 0.0 0.0
H -4.06734 -2.16932 2.07574 -0.1 0.0 0.1
H -1.67058 -1.62497 1.83244 0.0 0.2 0.1
F 0.85713 1.92674 -3.36895 0.0 0.0 -0.1
C 0.54505 3.02545 -2.65175 0.0 0.0 0.1
C -0.42523 2.92968 -1.67265 -0.1 -0.1 0.0
C -0.73928 4.07038 -0.94823 0.0 0.1 -0.1
C -0.09827 5.27701 -1.21360 0.0 -0.1 0.0
C 0.88352 5.33588 -2.19259 -0.2 0.0 0.0
C 1.21158 4.20209 -2.91970 0.1 0.0 -0.1
H -0.90650 1.97866 -1.48631 0.1 0.0 0.0
H -1.48833 4.01240 -0.17010 0.0 0.0 0.0
H -0.35608 6.16311 -0.64986 0.0 0.0 0.0
H 1.39665 6.26415 -2.40206 0.0 0.0 0.0
H 1.97378 4.22553 -3.68791 0.0 0.0 0.0
F 2.88794 -8.81514 6.23392 0.0 0.0 0.0
C 2.49933 -7.85173 5.35331 0.0 0.0 0.0
C 1.81621 -6.75490 5.83299 0.0 0.0 0.0
C 1.42653 -5.77739 4.92428 0.0 0.0 0.0
C 1.71294 -5.90280 3.57130 0.0 0.0 0.0
C 2.40271 -7.02344 3.12677 0.0 0.0 0.0
C 2.80484 -8.01064 4.01763 0.0 0.0 0.0
H 1.59809 -6.67589 6.88994 0.0 0.0 0.0
H 0.89181 -4.90509 5.27936 0.0 0.0 0.0
H 1.40609 -5.14167 2.86166 0.0 0.0 0.1
H 2.62306 -7.11679 2.07159 0.0 0.0 0.0
H 3.34638 -8.88868 3.69100 0.0 0.0 0.0
F 3.56311 4.91417 -0.77954 -0.1 0.1 0.0
C 4.65312 4.11883 -0.78540 0.1 0.0 -0.1
C 5.66655 4.38530 0.11275 0.3 0.4 -0.4
C 6.78206 3.56028 0.11444 0.3 0.7 -0.5
C 6.86815 2.49273 -0.76696 0.5 1.7 -1.7
C 5.83296 2.25136 -1.65894 0.1 0.2 -0.1
C 4.71085 3.06704 -1.67646 -0.1 0.0 0.1
H 5.57378 5.22099 0.79336 0.0 0.0 0.0
H 7.58195 3.74529 0.81864 0.0 0.0 0.0
H 7.73397 1.84607 -0.75100 0.2 0.9 -0.9
H 5.89135 1.41650 -2.34373 0.0 0.0 0.0
H 3.88622 2.88302 -2.35099 0.0 0.0 0.0
F -1.50190 -0.02333 4.29282 0.0 0.0 0.0
C -2.03556 -0.96342 5.10219 0.0 0.0 0.0
C -2.57705 -0.56561 6.30828 0.0 0.0 0.0
C -3.12358 -1.53628 7.13567 0.0 0.0 0.0
C -3.11777 -2.87074 6.75375 0.0 0.0 0.0
C -2.56427 -3.23815 5.53430 0.0 0.0 0.0
C -2.01852 -2.28045 4.69245 0.1 -0.1 -0.1
H -2.56484 0.47965 6.58531 0.0 0.0 0.0
H -3.55587 -1.24518 8.08382 0.0 0.0 0.0
H -3.54353 -3.62242 7.40449 0.0 0.0 0.0
H -2.55349 -4.27553 5.22843 0.0 0.0 0.0
H -1.58324 -2.55352 3.74050 0.0 0.0 0.0
F -3.80378 5.38147 -4.64689 0.1 0.0 0.0
C -2.84111 5.01824 -5.52579 0.1 0.1 -0.1
C -1.79723 4.22114 -5.09969 -0.1 0.0 0.2
C -0.81658 3.86914 -6.01407 0.0 0.1 -0.1
C -0.88859 4.32263 -7.32423 0.0 0.0 0.0
C -1.94754 5.12550 -7.72343 0.0 0.0 0.0
C -2.93920 5.48208 -6.82173 0.0 0.0 0.0
H -1.75513 3.88564 -4.07135 0.0 0.0 0.0
H 0.00733 3.24380 -5.69782 0.0 0.0 0.0
H -0.11917 4.05004 -8.03350 0.0 0.0 0.0
H -2.00364 5.48154 -8.74332 0.0 0.0 0.0
H -3.77484 6.10506 -7.10971 0.0 0.0 0.0
F -5.57140 -0.46914 -2.05431 0.1 -0.2 0.1
C -5.88911 0.66227 -2.69391 -0.1 0.1 -0.1
C -4.94369 1.66420 -2.78890 0.0 0.0 0.0
C -5.28583 2.82898 -3.45845 -0.1 0.0 0.0
C -6.55081 2.97703 -4.01230 0.0 0.0 0.0
C -7.48093 1.95441 -3.89870 0.0 0.0 0.0
C -7.15389 0.78124 -3.23621 0.0 0.0 0.0
H -3.96625 1.52055 -2.34803 0.0 0.0 0.0
H -4.56855 3.62864 -3.55290 0.0 0.0 0.0
H -6.80715 3.89039 -4.53224 0.0 0.0 0.0
H -8.46813 2.06730 -4.32714 0.0 0.0 0.0
H -7.85675 -0.03457 -3.13751 0.0 0.0 0.0
F 6.87826 1.00288 0.53988 -0.3 -2.9 2.6
C 5.70471 0.70141 1.15128 -0.5 -0.3 0.5
C 4.84069 1.72811 1.46289 -0.1 0.0 0.2
C 3.64226 1.40965 2.08411 0.0 -0.1 0.0
C 3.33293 0.09252 2.38980 -0.1 0.0 0.0
C 4.22464 -0.91889 2.06605 0.0 0.0 0.0
C 5.42382 -0.61789 1.43504 0.1 -0.1 0.0
H 5.10156 2.74656 1.21702 -0.3 -0.5 0.3
H 2.94328 2.19912 2.32648 0.0 0.0 0.0
H 2.39326 -0.14450 2.86904 0.0 0.0 0.0
H 3.98477 -1.94831 2.29590 0.0 0.0 0.0
H 6.12957 -1.39075 1.16300 0.0 0.0 0.0